# 1
# C33H31N9O6S2Sm

A molecular structure, C33H31N9O6S2Sm (wB97M-V/def2-TZVPD, the OMol25 dataset).

Results
strongest force on any atom = 1.0 eV/Å
HOMO-LUMO gap (spin up / spin down) = 4.1 / 4.4 eV
ΔE to the lowest compared entry with this formula, charge and spin = 21.4 kcal/mol
2S+1 = 6
lowest unoccupied orbital energy (spin up / spin down) = -4.36 / -4.15 eV
total energy = -3674.6528 Ha
charge = +1

The geometry in XYZ format:
```
82
C33H31N9O6S2Sm (wB97M-V/def2-TZVPD)
Sm -0.1891 0.0716 0.1865
S 1.2027 2.8787 -1.5411
S 4.7307 -8.2343 0.9484
O 0.1802 2.2380 -0.5969
O 5.0424 -6.9392 1.5227
O 1.8699 -0.2597 -0.6146
O 5.6439 -8.7008 -0.0696
O 0.1562 -0.3351 -1.9883
O 4.2567 -9.2300 1.8880
N -5.3736 3.6653 0.4887
N 0.3438 -2.3903 0.2170
N -2.2796 -1.2463 0.8704
N 2.6600 -8.8819 -0.7112
N 2.6857 -6.6799 0.1377
N -2.0620 1.4731 0.9861
N -3.2261 3.5371 1.2572
N -4.3375 1.6256 0.3752
N -1.0630 3.3655 1.9087
C 3.2121 -7.8966 0.0184
C -3.3227 -0.5352 0.4109
C 0.8733 -7.3847 -1.2233
C -2.6133 5.1054 -2.3970
C 2.2163 -1.3138 -2.7500
C 3.2578 4.1983 1.2443
C -2.4550 -2.5616 1.0340
C 1.3827 -0.6060 -1.7447
C 2.8108 2.6768 -0.6945
C 2.7526 2.9914 0.7705
C -2.1344 2.7896 1.3550
C -4.6445 -2.4892 0.1001
C -3.0720 5.9636 -1.4051
C -2.2172 6.3713 -0.3920
C -0.4376 5.0707 -1.3650
C -4.2793 2.9411 0.7088
C 1.5363 -6.4378 -0.4736
C 0.1236 -4.4026 -1.0600
C 2.1878 2.1095 1.6982
C 1.5144 -8.6193 -1.3091
C -4.4985 -1.1140 -0.0216
C -0.1940 -3.0868 -0.7994
C 1.0086 4.6572 -1.3524
C 3.1901 4.5301 2.5918
C 2.1211 2.4342 3.0453
C -3.6243 -3.2169 0.6829
C 2.6135 3.6523 3.4959
C -0.9040 5.9203 -0.3695
C 1.5982 -4.3342 0.8186
C -3.2341 0.9590 0.5617
C -1.2990 4.6655 -2.3804
C 1.0501 -5.0504 -0.2459
C 1.2245 -3.0253 1.0060
H 1.5485 5.0538 -2.2191
H 2.3445 -4.8102 1.4426
H -2.5673 7.0475 0.3765
H -0.0774 -7.2041 -1.7061
H -0.9432 4.0126 -3.1705
H -3.7111 -4.2807 0.8533
H -3.2744 4.7929 -3.1943
H -4.0911 6.3266 -1.4318
H 1.6649 -2.4442 1.8096
H 1.0755 -9.4259 -1.8877
H -1.6270 -3.1095 1.4585
H -0.8897 -2.5570 -1.4403
H 3.5074 3.3183 -1.2367
H -0.1442 2.9593 1.8277
H 3.7365 4.8808 0.5511
H -5.3919 4.6289 0.7726
H 3.0732 1.6376 -0.8777
H -0.3162 -4.9031 -1.9122
H -5.5558 -2.9745 -0.2226
H 2.5878 -0.5783 -3.4682
H 1.8590 1.1166 1.4048
H 1.5081 4.9718 -0.4381
H 1.6102 -2.0313 -3.2985
H -5.2882 -0.4805 -0.3963
H 3.6041 5.4687 2.9348
H -6.2025 3.2216 0.1341
H -1.1237 4.3584 2.0660
H 1.6997 1.7307 3.7523
H 3.0628 -1.7978 -2.2696
H -0.2313 6.2508 0.4145
H 2.5677 3.9009 4.5473
```

---

# 2
# C16H20F12O8

4 unconnected molecules or ions with the total composition C16H20F12O8 (wB97M-V/def2-TZVPD, the OMol25 dataset).

Results
strongest force on any atom = 5.8 eV/Å
HOMO-LUMO gap (spin up / spin down) = 1.3 / 5.9 eV
ΔE to the lowest compared entry with this formula, charge and spin = 3.3 kcal/mol
2S+1 = 2
lowest unoccupied orbital energy (spin up / spin down) = 1.65 / 1.65 eV
total energy = -2421.9671 Ha
charge = -1

The geometry in XYZ format:
```
56
C16H20F12O8 (wB97M-V/def2-TZVPD)
F -4.2331 -4.9447 1.4415
F 2.4776 7.5436 3.2501
F 0.9172 2.0571 -0.8896
F 0.7951 8.1305 4.5194
F 1.7908 -4.9200 -3.3062
F -1.0038 1.0056 -0.5414
F 2.6272 -3.1832 -2.3876
F 0.4437 0.1240 -1.8395
F -2.7182 -4.3949 2.9877
F 2.6958 7.3513 5.5005
F -4.5746 -3.2776 2.7264
F 0.7500 -3.9510 -1.6679
O -2.0538 -2.2547 1.5316
O 1.0464 0.8978 1.5225
O 1.4506 -1.9315 -4.4529
O 1.1073 -1.1509 0.3709
O -3.2393 -3.1691 -0.2466
O -0.6067 -2.8200 -3.7710
O 1.7423 5.0614 3.3292
O 0.4042 5.4515 5.2136
C 0.9169 0.1942 0.5169
C -2.9009 -3.0360 1.1113
C 1.1441 3.9185 2.9820
C 1.4160 -1.9681 1.4339
C 0.2857 0.8825 -0.7431
C 1.0083 -0.9779 -5.3823
C 0.5121 0.3461 -4.8668
C -2.6964 -2.2616 -1.2214
C -3.3468 -0.9385 -1.0901
C 2.5442 -2.9374 1.0159
C 1.4420 -3.6994 -2.7333
C 1.2493 5.8607 4.3513
C -0.1979 4.0064 2.2343
C -3.6527 -3.9658 2.1062
C 0.6156 -2.8022 -3.7613
C 1.8497 7.2708 4.4039
H -0.0736 4.5858 1.3194
H 1.8655 -0.7303 -6.0084
H 2.3793 -3.4039 0.0447
H 2.5466 -3.7435 1.7497
H -0.5356 0.2523 -4.5811
H 0.2446 -1.4183 -6.0232
H -2.8306 -2.6702 -2.2230
H -1.6203 -2.2368 -1.0501
H 0.4637 -2.4250 1.7033
H 1.8613 3.3390 2.4007
H -0.5508 3.0441 1.8635
H 1.7541 -1.4093 2.3065
H -3.2695 -0.4638 -0.1119
H 0.5745 1.1708 -5.5767
H 1.0202 3.3102 3.8780
H -1.0026 4.4449 2.8245
H 1.0866 0.6598 -3.9953
H -4.4137 -1.1206 -1.2190
H -3.0281 -0.2398 -1.8637
H 3.5202 -2.4631 0.9137
```

---

Q: Among the records above, which one has the lowest total energy?
A: C33H31N9O6S2Sm

---

Q: Number 2 is which compound?
A: C16H20F12O8